Entry 1:
DFT (wB97M-V/def2-TZVPD) results for an isolated ion of composition C3H7N2O2 and charge +1.

Energy in Eh: -378.177316
Relative energy (zero: lowest compared OMol25 entry of this formula, charge and spin) in kJ/mol: 200.9
Orbital gap in eV: 9.879

Geometry as ORCA input:
```
! RIJCOSX wB97M-V def2-TZVPD def2/J DEFGRID3
* xyz 1 1
C -1.642 0.252 -0.081
C -1.096 -1.134 0.488
C 0.746 -0.216 -0.656
N -0.597 0.893 -0.618
N 1.713 0.507 0.336
O -2.791 0.529 0.010
O 0.220 -1.333 -0.264
H -0.914 -1.077 1.641
H -1.789 -2.010 0.235
H 1.065 -0.135 -1.652
H -0.893 1.555 -1.364
H 1.159 1.320 0.731
H 2.689 0.843 0.021
H 2.130 0.006 1.173
*
```

Entry 2:
DFT (wB97M-V/def2-TZVPD) results for the molecule C5H7N3.

<S²>: 2.027
Energy in Eh: -358.808403
Relative energy (zero: lowest compared OMol25 entry of this formula, charge and spin) in kJ/mol: 51.4
Orbital gap (alpha / beta) in eV: 5.826 / 7.468

Geometry as ORCA input:
```
! RIJCOSX wB97M-V def2-TZVPD def2/J DEFGRID3
* xyz 0 3
C 0.689 -0.148 -2.060
C 0.940 0.718 -1.075
C -0.639 -1.434 -0.683
C -0.424 -0.511 0.447
C -1.055 -0.654 1.629
N -0.178 -1.294 -1.885
N 0.353 0.603 0.114
N 0.694 1.490 1.170
H 1.118 -0.130 -3.087
H 1.536 1.557 -1.295
H -0.976 -2.508 -0.426
H -1.051 0.152 2.390
H -1.630 -1.536 1.845
H 0.187 1.231 1.996
H 0.438 2.465 0.919
*
```

Entry 3:
DFT (wB97M-V/def2-TZVPD) results for the molecule C2H5N4P.

Energy in Eh: -639.376840
Relative energy (zero: lowest compared OMol25 entry of this formula, charge and spin) in kJ/mol: 326.8
Orbital gap (alpha / beta) in eV: 7.647 / 7.645

Geometry as ORCA input:
```
! RIJCOSX wB97M-V def2-TZVPD def2/J DEFGRID3
* xyz 0 1
C 0.963 -0.295 -0.893
C -0.939 0.052 0.622
N 0.678 -1.525 -0.958
N -1.193 -1.154 0.560
N -0.461 -1.921 -0.287
N 2.015 0.504 -1.029
P -1.271 1.585 1.460
H -0.636 -2.929 -0.402
H 1.913 1.409 -0.643
H 2.950 0.322 -0.725
H -2.453 1.708 2.095
H -1.565 2.244 0.200
*
```

Entry 4:
DFT (wB97M-V/def2-TZVPD) results for C46H58CsGeN4O3S2 as an isolated structure.

<S²>: 0.753
Energy in Eh: -5125.863431
Relative energy (zero: lowest compared OMol25 entry of this formula, charge and spin) in kJ/mol: 60.6
Orbital gap (alpha / beta) in eV: 4.758 / 4.754

Geometry as ORCA input:
```
! RIJCOSX wB97M-V def2-TZVPD def2/J DEFGRID3
* xyz -2 2
Cs 0.673 -0.112 -0.570
C -3.117 0.615 -1.334
C -2.874 -0.109 -2.527
C -3.428 -1.417 -2.331
C -4.034 -1.414 -1.046
C -3.832 -0.172 -0.426
C -4.332 0.295 0.928
C -3.227 1.050 1.680
C -4.791 -0.888 1.781
C -5.524 1.249 0.746
C -3.550 -2.646 -3.238
C -3.758 -3.919 -2.398
C -4.776 -2.530 -4.165
C -2.298 -2.925 -4.077
C -2.206 0.586 -3.723
C -3.028 0.463 -5.015
C -2.102 2.101 -3.466
C -0.758 0.126 -3.980
H -2.777 1.623 -1.143
H -4.553 -2.253 -0.599
H -2.355 0.417 1.840
H -3.584 1.408 2.654
H -2.893 1.914 1.101
H -3.965 -1.580 1.966
H -5.590 -1.443 1.281
H -5.167 -0.543 2.751
H -5.228 2.104 0.135
H -5.892 1.618 1.713
H -6.342 0.739 0.230
H -4.700 -3.893 -1.849
H -2.947 -4.043 -1.677
H -3.777 -4.797 -3.053
H -5.679 -2.425 -3.559
H -4.880 -3.419 -4.802
H -4.708 -1.652 -4.806
H -1.419 -2.976 -3.433
H -2.107 -2.166 -4.830
H -2.397 -3.886 -4.597
H -4.022 0.888 -4.856
H -3.160 -0.562 -5.352
H -2.542 1.018 -5.827
H -3.088 2.532 -3.276
H -1.675 2.587 -4.351
H -1.460 2.328 -2.614
H -0.683 -0.874 -4.411
H -0.185 0.132 -3.050
H -0.261 0.823 -4.662
N -0.549 3.198 -0.457
C 0.430 4.078 -1.101
C 1.861 3.517 -1.073
O 2.644 3.967 -1.942
N 2.091 2.675 -0.082
C 3.447 2.161 -0.002
C 3.658 0.716 -0.491
O 4.551 0.043 0.063
O 2.889 0.288 -1.417
H -1.366 3.714 -0.155
H -0.110 2.791 0.363
H 0.485 5.071 -0.631
H 0.162 4.233 -2.147
H 3.781 2.161 1.043
H 4.153 2.778 -0.573
C 1.481 3.308 2.989
C 1.279 1.994 3.661
N 0.544 1.031 3.197
C 0.529 -0.048 4.052
C 1.276 0.091 5.181
S 2.018 1.632 5.184
C -0.255 -1.243 3.700
C -0.664 -2.215 4.560
S -1.547 -3.406 3.704
C -1.291 -2.537 2.231
N -0.625 -1.435 2.390
C -1.787 -3.032 0.916
H 1.697 3.148 1.917
H 2.298 3.866 3.448
H 0.566 3.902 3.064
H 1.448 -0.637 5.958
H -0.529 -2.257 5.629
H -2.663 -3.672 1.030
H -1.007 -3.613 0.415
H -2.077 -2.188 0.282
C 1.307 -3.491 -2.834
Ge 2.243 -2.985 -1.181
C 4.124 -2.721 -1.581
C 4.505 -2.068 -2.751
C 5.846 -1.896 -3.057
C 6.822 -2.369 -2.191
C 6.453 -3.007 -1.016
C 5.110 -3.179 -0.713
C 2.153 -4.463 0.138
C 1.759 -4.179 1.420
C 1.668 -5.180 2.417
C 1.962 -6.475 2.114
C 2.388 -6.826 0.807
C 2.714 -8.167 0.480
C 3.152 -8.498 -0.769
C 3.292 -7.494 -1.752
C 2.976 -6.196 -1.465
C 2.503 -5.817 -0.182
H 2.006 -4.062 -3.450
H 0.985 -2.613 -3.396
H 0.431 -4.098 -2.610
H 3.752 -1.644 -3.406
H 6.128 -1.365 -3.958
H 7.871 -2.220 -2.422
H 7.210 -3.353 -0.322
H 4.832 -3.657 0.221
H 1.514 -3.159 1.697
H 1.355 -4.905 3.416
H 1.883 -7.254 2.864
H 2.610 -8.926 1.248
H 3.399 -9.526 -1.007
H 3.660 -7.751 -2.738
H 3.115 -5.433 -2.221
*
```

Please write out number 3 again, unchanged.
DFT (wB97M-V/def2-TZVPD) results for the molecule C2H5N4P.

Energy in Eh: -639.376840
Relative energy (zero: lowest compared OMol25 entry of this formula, charge and spin) in kJ/mol: 326.8
Orbital gap (alpha / beta) in eV: 7.647 / 7.645

Geometry as ORCA input:
```
! RIJCOSX wB97M-V def2-TZVPD def2/J DEFGRID3
* xyz 0 1
C 0.963 -0.295 -0.893
C -0.939 0.052 0.622
N 0.678 -1.525 -0.958
N -1.193 -1.154 0.560
N -0.461 -1.921 -0.287
N 2.015 0.504 -1.029
P -1.271 1.585 1.460
H -0.636 -2.929 -0.402
H 1.913 1.409 -0.643
H 2.950 0.322 -0.725
H -2.453 1.708 2.095
H -1.565 2.244 0.200
*
```